No. 1
62
Properties=species:S:1:pos:R:3:forces:R:3:lowdin_charge:R:1 method="wB97M-V/def2-TZVPD" e_above_lowest_kcal_mol=17.8 smiles="CCO[C@@H]1OC(C(=O)N2CCOCC2)=C[C@H](C2CCCCC2)[C@H]1CCCO" lumo_energy_ev=0.60 homo_lumo_gap_ha=0.3463 charge=0 fmax_ev_per_a=0.754 e_tot_ev=-34072.4045 homo_ev=-8.8
O -5.885 -0.081 0.512 -0.1610 -0.0624 0.0797 -0.13
O -1.997 2.692 -0.161 0.1632 0.1337 -0.0320 0.07
O -0.073 -2.591 -1.062 -0.0180 0.2644 -0.0983 -0.07
O -1.054 -0.633 -0.399 -0.2036 0.2480 -0.2743 0.00
O 4.539 -3.972 1.667 0.0720 -0.2127 0.4324 -0.07
N -3.281 0.999 0.562 -0.2839 -0.0608 -0.0582 -0.04
C 1.575 0.393 0.391 0.0628 -0.1816 -0.2017 -0.23
C 0.279 1.139 0.486 -0.1484 -0.2412 0.0862 0.04
C -0.890 0.637 0.091 0.4749 0.0279 0.1309 -0.16
C -2.103 1.515 0.143 -0.0019 0.1199 -0.0165 -0.38
C 0.068 -1.492 -0.237 0.6620 -0.1104 0.3428 -0.33
C -3.538 -0.314 1.106 -0.2066 -0.4270 0.0407 -0.11
C 3.640 3.029 -1.614 -0.2320 0.2040 0.0357 -0.20
C -4.443 1.864 0.641 -0.2803 0.1186 -0.2837 -0.11
C 2.441 2.158 -1.249 0.3507 -0.2108 -0.0773 -0.15
C 2.553 -1.762 -0.666 -0.1667 0.0262 0.1353 -0.15
C 4.311 3.123 0.793 -0.2409 0.2331 0.0901 -0.20
C 2.739 1.328 0.001 -0.3687 0.0430 0.1841 -0.29
C 1.382 -0.776 -0.589 -0.1720 -0.2184 0.0876 -0.19
C -5.625 1.185 -0.053 0.1528 0.3063 0.0992 -0.18
C -2.362 -3.025 -1.803 0.3486 0.0369 0.1993 -0.06
C 2.967 -2.389 0.662 0.3040 -0.0792 -0.2870 -0.17
C 4.092 -3.406 0.458 -0.3451 0.2149 -0.1786 -0.28
C -4.759 -0.918 0.401 0.3239 -0.0914 0.1511 -0.19
C 4.012 3.947 -0.455 0.2780 -0.1885 -0.0745 -0.21
C 3.109 2.259 1.159 0.3291 -0.2069 -0.1214 -0.16
C -1.225 -3.396 -0.858 -0.2485 -0.1317 -0.0320 -0.23
H 3.180 4.625 -0.251 -0.0346 0.0964 0.0081 0.12
H 3.796 -4.410 2.097 0.0783 0.0288 -0.0405 0.08
H -0.900 -4.424 -1.049 -0.0832 0.0921 0.1232 0.12
H -2.677 -0.962 0.970 -0.0667 0.0331 0.0704 0.11
H -6.536 1.771 0.075 0.0764 0.0202 -0.0568 0.13
H 2.205 1.502 -2.089 -0.1141 0.0027 -0.0405 0.11
H -2.618 -1.978 -1.677 -0.0804 0.0398 -0.0250 0.05
H -4.692 2.040 1.695 0.0091 0.0308 -0.0577 0.14
H 0.286 2.143 0.874 -0.1317 0.1693 -0.0162 0.12
H -4.195 2.811 0.162 -0.0800 -0.0878 0.0994 0.12
H 1.571 2.792 -1.070 -0.1081 0.0257 -0.0194 0.12
H 3.759 -4.192 -0.236 0.0599 0.1172 -0.0170 0.12
H 4.493 2.390 -1.856 0.0561 -0.0191 -0.0646 0.11
H -2.048 -3.182 -2.831 -0.0229 -0.0219 -0.1186 0.08
H 4.559 3.784 1.626 0.0843 -0.0335 0.0177 0.11
H -4.520 -1.082 -0.660 0.0060 -0.0158 0.0760 0.12
H -5.036 -1.868 0.861 0.0764 0.0115 -0.0469 0.13
H -3.758 -0.217 2.178 0.0215 -0.0578 -0.0745 0.14
H 3.406 3.623 -2.500 0.0588 -0.0373 -0.0611 0.11
H 3.614 0.701 -0.203 0.0485 -0.0193 0.0005 0.14
H 2.112 -2.896 1.117 -0.0424 -0.0228 0.1027 0.12
H -3.232 -3.642 -1.596 -0.1228 -0.0921 -0.0161 0.08
H 2.266 2.909 1.398 -0.1023 0.0430 0.0698 0.12
H 0.073 -1.807 0.831 -0.0557 0.0639 -0.2512 0.18
H 3.413 -1.249 -1.100 0.0487 -0.0056 -0.0714 0.12
H 4.881 4.552 -0.721 -0.0399 0.0826 0.0062 0.11
H -5.408 1.078 -1.127 -0.0208 0.0348 0.0679 0.13
H 5.177 2.483 0.605 0.0754 -0.0246 0.0286 0.11
H 2.263 -2.557 -1.355 0.1038 0.0429 -0.0692 0.12
H 3.322 -1.626 1.357 -0.0235 -0.0168 0.0948 0.12
H 4.969 -2.917 0.027 -0.0859 -0.0167 -0.0739 0.12
H 3.338 1.667 2.049 -0.0819 -0.0187 0.0560 0.12
H 1.226 -0.371 -1.594 -0.0475 0.0284 0.0112 0.16
H -1.552 -3.319 0.188 0.0652 -0.0361 -0.0291 0.12
H 1.810 -0.017 1.382 0.0317 0.0091 -0.0423 0.14

=====

No. 2
62
Properties=species:S:1:pos:R:3:forces:R:3:lowdin_spin:R:1 method="wB97M-V/def2-TZVPD" e_above_lowest_kcal_mol=0.0 lumo_energy_ev="0.01 / -0.28" homo_lumo_gap_ha="0.2169 / 0.2248" charge=0 spin_multiplicity=3 s_squared=2.04 fmax_ev_per_a=4.258 e_tot_ev=-111626.0483 homo_ev="-5.9 / -6.4"
W 0.145 0.053 -0.971 -2.0302 1.3156 2.6090 1.45
Se -0.458 -1.120 1.339 0.1777 -1.8008 3.8540 0.11
P -2.061 0.665 0.310 -0.2892 0.4085 -1.2010 0.05
P 2.425 -0.288 -1.784 0.6576 0.0960 -0.5323 0.10
O 1.713 0.907 1.127 0.0385 -2.8718 0.7256 0.05
N -0.658 0.203 -2.510 0.7744 -0.1653 -0.3796 -0.02
C -1.549 -0.790 -4.516 -0.0554 0.7249 0.1609 -0.01
C -1.917 1.855 1.693 0.1950 0.2813 0.4031 0.00
C 1.829 -0.030 2.014 0.6799 2.6158 -1.7630 0.01
C -3.259 1.511 -0.865 -0.3099 -0.0360 0.7701 0.01
C -1.587 0.038 4.217 -0.1518 0.8356 1.2189 0.01
C 3.786 0.648 -1.018 0.4169 -0.0422 -0.0626 0.01
C 0.069 -1.716 4.210 0.5074 -0.4195 0.9277 0.01
C -0.245 -0.364 6.198 0.0657 -0.2373 -0.1314 -0.01
C -1.174 0.344 -3.759 -0.2966 0.0739 -0.9338 0.01
C 2.450 0.299 -3.512 0.5391 -0.0661 -0.3098 0.02
C -3.102 -0.742 0.970 -0.7085 0.0090 0.6816 0.01
C -2.182 0.701 -6.324 0.0965 -0.0712 0.2608 -0.01
C -1.773 1.825 -5.575 -0.2142 -0.3194 -0.4531 0.00
C -1.256 1.648 -4.302 -0.1733 -0.6093 0.1011 -0.01
C -1.264 0.381 5.554 0.4617 -1.0359 -0.1668 0.01
C -0.820 -0.889 3.551 -0.2348 -0.4427 -1.8312 0.13
C 0.387 -1.473 5.558 -0.8303 0.4826 0.0891 0.01
C -2.063 -0.604 -5.793 -0.1555 0.4403 -0.5075 0.00
C 3.078 -1.991 -1.941 0.2376 -0.0274 -0.1086 0.02
C 2.040 0.561 3.388 -0.1551 -0.1784 0.0793 0.00
C 2.288 -1.457 1.733 0.5113 -1.6071 -0.7433 0.01
H -1.193 1.487 2.445 -0.4330 0.1451 -0.6012 0.00
H 1.620 1.574 3.346 0.4413 -0.1946 0.1326 0.00
H 0.046 -1.536 -0.282 0.6241 -0.7219 -1.5088 0.00
H -3.457 0.841 -1.720 0.0765 0.2730 0.3887 0.00
H 0.573 -2.528 3.651 -0.3556 0.5505 0.4276 0.00
H -2.427 0.548 3.726 0.5536 -0.2433 0.3133 0.00
H 4.727 0.394 -1.532 -0.2445 0.1022 0.1643 0.00
H 1.112 -2.116 6.096 -0.5355 0.5975 -0.3388 0.00
H 1.542 0.015 4.189 0.3805 0.0725 -0.1728 0.00
H -0.914 2.477 -3.682 -0.1352 -0.1804 -0.1881 0.00
H 3.596 1.724 -1.131 -0.0279 -0.3118 0.1070 0.00
H -2.386 -1.470 -6.395 0.2326 0.5709 0.3729 0.00
H -1.435 -1.774 -4.064 -0.0736 0.1938 -0.1247 0.00
H 2.394 -2.084 2.645 0.1920 0.8232 -0.3835 0.00
H -1.807 1.184 6.082 0.3853 -0.5155 -0.2780 0.00
H 3.199 -2.453 -0.951 -0.1140 0.1247 -0.3060 0.00
H 3.140 0.567 3.574 -0.6770 0.0907 -0.0869 0.00
H -2.593 0.847 -7.327 0.1580 -0.0994 0.3930 0.00
H 3.870 0.416 0.052 -0.0649 0.1185 -0.4069 0.00
H -1.516 2.829 1.359 -0.4190 -0.4114 -0.1537 0.00
H -4.030 -0.381 1.436 -0.2812 0.1615 -0.7187 0.00
H 2.193 1.365 -3.567 -0.0537 -0.2983 0.1055 0.00
H -3.261 -1.468 0.163 -0.2648 0.3263 0.0493 0.00
H 1.599 -2.089 1.100 1.1980 1.0977 0.6047 0.00
H -2.626 -1.334 1.785 -0.5824 0.8349 -0.7370 0.00
H -2.904 1.984 2.192 0.5999 0.0676 -0.3810 0.00
H 1.749 -0.274 -4.131 0.0889 0.1641 0.2279 0.00
H 3.466 0.168 -3.914 -0.2304 0.0423 -0.0188 0.00
H 3.251 -1.447 1.179 -0.0037 0.2730 0.5958 0.00
H -2.812 2.448 -1.237 -0.1371 -0.3853 0.1626 0.00
H -1.865 2.840 -5.989 0.0472 -0.6108 0.1399 0.00
H 0.061 -0.099 7.220 -0.2359 -0.1567 -0.4635 0.00
H 2.388 -2.596 -2.546 0.1430 0.1806 0.2579 0.00
H -4.198 1.728 -0.319 0.2779 0.0112 -0.4985 0.00
H 4.057 -1.961 -2.446 -0.2840 -0.0455 0.1667 0.00

=====

No. 3
67
Properties=species:S:1:pos:R:3:forces:R:3:lowdin_spin:R:1 method="wB97M-V/def2-TZVPD" lumo_energy_ev="-2.05 / -2.05" homo_lumo_gap_ha="0.2666 / 0.2669" charge=+1 spin_multiplicity=5 s_squared=6.01 fmax_ev_per_a=1.287 e_tot_ev=-92975.1539 homo_ev="-9.3 / -9.3"
Pm 0.954 -0.679 -0.016 -0.0210 -0.9414 0.1776 4.04
S 3.124 -1.179 1.531 0.2127 -0.1277 0.3055 -0.01
S 3.301 -0.169 -1.237 0.1523 0.0258 -0.0590 -0.02
S 5.044 0.996 0.886 0.0460 0.0411 -0.0071 0.00
P -0.228 2.823 -0.878 -0.0875 1.2596 0.2511 0.00
O -0.169 -0.794 2.336 0.3035 -0.0572 -0.1700 0.00
O 0.137 0.799 -1.564 -0.0849 -0.0475 -0.1908 0.00
O 0.663 -3.133 1.025 -0.0060 0.1970 -0.0405 0.00
O 1.471 -2.836 -1.489 -0.2389 0.0159 0.0688 0.00
O 0.966 1.430 1.571 0.0092 -0.1052 -0.2576 0.00
O -1.031 -1.754 -1.412 0.2795 0.1598 0.0232 0.00
C 3.892 -0.074 0.410 0.1723 0.1075 0.0192 0.00
C -2.795 1.919 -1.357 0.0251 -0.0221 0.0078 0.00
C -0.906 -3.146 -1.710 0.1267 -0.1351 -0.0100 0.00
C -4.321 1.052 0.286 -0.0202 -0.0137 -0.0039 0.00
C 0.466 -3.442 -2.295 -0.2182 0.1507 0.0318 0.00
C -2.087 1.679 0.929 -0.0245 0.0187 0.0266 0.00
C 2.269 -3.708 -0.691 0.0519 0.0260 0.2065 0.00
C -1.805 2.036 -0.384 0.2471 -0.0574 -0.1128 0.00
C 1.547 2.725 -0.355 -0.4723 -0.2231 0.1697 0.00
C -1.291 -0.908 -2.549 0.0413 0.3483 -0.0630 0.00
C 1.229 1.112 2.940 0.0378 -0.1293 0.1223 0.00
C 0.249 0.045 3.421 -0.0750 0.2297 -0.0360 0.00
C -0.607 -2.101 2.727 0.0507 -0.2133 -0.1180 0.00
C -0.161 0.103 -2.752 -0.1440 -0.2486 0.1454 0.00
C -0.224 3.480 -2.562 -0.0046 -0.2867 0.0381 0.00
C -4.051 1.439 -1.019 0.0035 0.0135 -0.0212 0.00
C -3.337 1.171 1.255 -0.0154 -0.0082 0.0064 0.00
C -0.605 4.398 0.027 -0.0005 -0.0250 -0.1761 0.00
C 1.746 2.559 1.136 -0.0106 0.1739 -0.0496 0.00
C 0.466 -3.131 2.440 -0.1420 0.2007 -0.0068 0.00
C 1.533 -4.176 0.566 0.0072 -0.0014 -0.1972 0.00
H -2.222 -0.386 -2.340 -0.0451 -0.0499 -0.0095 0.00
H -1.040 -3.668 -0.764 -0.0225 0.0185 0.0005 0.00
H -2.592 2.196 -2.384 -0.0332 -0.0042 0.0034 0.00
H 0.131 -4.116 2.778 -0.0055 -0.0210 -0.0017 0.00
H -1.490 -2.333 2.128 -0.0488 0.0508 0.0435 0.00
H 0.555 -3.005 -3.292 0.0346 -0.0323 -0.0129 0.00
H 1.421 3.445 1.691 -0.0624 -0.0631 0.0400 0.00
H 1.920 3.705 -0.660 0.0182 0.0201 0.0567 0.00
H 0.743 -0.421 -3.098 -0.0161 0.0352 -0.0921 0.00
H 0.480 4.312 -2.555 -0.0116 0.0214 -0.0082 0.00
H -0.711 4.214 1.097 -0.0005 -0.0287 -0.0093 0.00
H -0.476 0.778 -3.555 0.0529 0.0166 -0.0445 0.00
H 0.929 -5.069 0.378 -0.0407 0.0141 0.0358 0.00
H -3.549 0.885 2.278 0.0103 0.0168 0.0004 0.00
H 3.131 -3.108 -0.410 0.0261 -0.0151 -0.0254 0.00
H -0.884 -2.115 3.782 -0.0023 0.0265 0.0113 0.00
H -5.301 0.674 0.547 0.0082 -0.0010 0.0038 0.00
H -1.342 1.805 1.702 0.0135 -0.0228 -0.0192 0.00
H 2.275 -4.409 1.332 0.0132 0.0000 0.0074 0.00
H 2.600 -4.569 -1.275 -0.0144 0.0026 -0.0271 0.00
H -1.691 -3.457 -2.403 -0.0349 0.0012 0.0229 0.00
H -1.558 4.794 -0.329 0.0045 -0.0060 0.0251 0.00
H 0.165 5.157 -0.121 0.0087 -0.0228 -0.0120 0.00
H 1.405 -2.870 2.938 0.0201 -0.0585 0.0152 0.00
H 2.801 2.379 1.343 0.0339 -0.0337 0.0114 0.00
H 2.254 0.750 3.024 0.0356 0.0270 -0.0603 0.00
H -1.410 -1.503 -3.457 -0.0253 -0.0832 0.0383 0.00
H -0.648 0.496 3.855 -0.0138 -0.0277 0.0032 0.00
H -4.819 1.369 -1.778 0.0039 -0.0096 0.0052 0.00
H 0.106 2.751 -3.295 -0.0047 0.0000 -0.0062 0.00
H 2.098 1.971 -0.911 -0.0562 -0.0569 -0.0745 0.00
H -1.207 3.867 -2.827 0.0029 0.0152 0.0152 0.00
H 1.117 2.011 3.552 -0.0700 0.0089 -0.0072 0.00
H 0.617 -4.520 -2.379 0.0380 -0.0161 -0.0031 0.00
H 0.751 -0.546 4.190 -0.0178 -0.0472 -0.0066 0.00